{
  "formula": "C26H81N19O16",
  "method": "ωB97M-V/def2-TZVPD",
  "symbols": ["C", "O", "C", "C", "N", "C", "C", "O", "C", "H", "H", "H", "H", "H", "H", "H", "H", "H", "H", "H", "H", "H", "H", "H", "C", "O", "C", "C", "N", "C", "C", "O", "C", "H", "H", "H", "H", "H", "H", "H", "H", "H", "H", "H", "H", "H", "H", "H", "C", "O", "C", "C", "N", "C", "C", "O", "C", "H", "H", "H", "H", "H", "H", "H", "H", "H", "H", "H", "H", "H", "H", "H", "C", "O", "N", "N", "H", "H", "H", "H", "C", "O", "N", "N", "H", "H", "H", "H", "C", "O", "N", "N", "H", "H", "H", "H", "C", "O", "N", "N", "H", "H", "H", "H", "C", "O", "N", "N", "H", "H", "H", "H", "C", "O", "N", "N", "H", "H", "H", "H", "C", "O", "N", "N", "H", "H", "H", "H", "C", "O", "N", "N", "H", "H", "H", "H", "O", "H", "H", "O", "H", "H"],
  "coordinates": [[-10.570, 4.644, 14.036], [-9.659, 3.658, 13.511], [-8.280, 4.084, 13.319], [-7.680, 4.756, 14.558], [-6.423, 4.157, 15.043], [-5.227, 4.405, 14.257], [-3.916, 3.789, 14.865], [-3.618, 4.160, 16.240], [-3.320, 5.508, 16.504], [-11.488, 4.057, 14.038], [-10.866, 5.477, 13.398], [-10.384, 4.986, 15.054], [-8.267, 4.749, 12.455], [-7.656, 3.289, 12.910], [-8.333, 4.611, 15.419], [-7.722, 5.839, 14.442], [-6.206, 4.686, 15.876], [-4.973, 5.444, 14.048], [-5.310, 3.773, 13.373], [-3.020, 3.999, 14.281], [-3.996, 2.702, 14.894], [-2.945, 5.788, 17.488], [-4.241, 6.042, 16.269], [-2.397, 5.800, 16.004], [-8.913, 4.754, 26.893], [-8.060, 3.675, 26.536], [-7.873, 3.448, 25.183], [-9.008, 2.687, 24.576], [-9.147, 3.087, 23.206], [-9.786, 2.048, 22.407], [-10.135, 2.772, 21.026], [-11.167, 3.750, 21.294], [-12.417, 3.243, 20.822], [-9.198, 4.622, 27.937], [-9.826, 4.822, 26.301], [-8.505, 5.750, 26.725], [-7.052, 2.746, 25.330], [-7.553, 4.331, 24.629], [-9.964, 2.632, 25.096], [-8.676, 1.651, 24.632], [-9.606, 3.971, 23.035], [-10.597, 1.454, 22.828], [-9.112, 1.247, 22.102], [-10.433, 2.185, 20.157], [-9.247, 3.185, 20.546], [-12.684, 2.349, 21.385], [-12.321, 3.144, 19.740], [-13.176, 3.957, 21.141], [-7.960, -0.137, 9.549], [-9.325, 0.231, 9.644], [-9.597, 1.201, 10.643], [-11.104, 1.433, 11.021], [-11.787, 0.366, 11.781], [-11.988, -0.879, 11.033], [-12.939, -0.741, 9.804], [-13.574, -2.015, 9.583], [-14.713, -1.946, 8.673], [-7.843, -0.241, 8.471], [-7.808, -1.131, 9.970], [-7.222, 0.506, 10.028], [-9.231, 2.164, 10.287], [-9.073, 0.970, 11.571], [-11.596, 1.725, 10.094], [-11.021, 2.306, 11.669], [-12.729, 0.731, 11.799], [-12.407, -1.711, 11.598], [-11.061, -1.316, 10.661], [-12.495, -0.390, 8.872], [-13.709, -0.041, 10.127], [-15.440, -1.470, 9.331], [-15.093, -2.905, 8.322], [-14.638, -1.199, 7.882], [-13.279, 5.287, 17.183], [-12.593, 4.290, 17.085], [-14.115, 5.699, 16.289], [-13.179, 6.103, 18.235], [-14.402, 5.098, 15.529], [-14.577, 6.591, 16.385], [-12.356, 5.976, 18.807], [-13.806, 6.892, 18.185], [-13.440, 0.799, 15.798], [-13.623, -0.401, 15.620], [-13.476, 1.732, 14.900], [-13.093, 1.346, 16.917], [-13.607, 1.463, 13.935], [-13.380, 2.728, 15.038], [-12.658, 2.257, 16.940], [-13.310, 0.863, 17.776], [-14.045, 4.924, 12.923], [-14.392, 4.315, 13.955], [-13.730, 6.181, 12.771], [-13.841, 4.306, 11.755], [-13.513, 6.534, 11.850], [-13.922, 6.719, 13.604], [-14.292, 3.410, 11.639], [-13.709, 4.921, 10.965], [-15.673, -0.120, 12.421], [-14.772, 0.631, 12.149], [-16.841, -0.132, 11.890], [-15.502, -1.072, 13.315], [-17.147, 0.660, 11.344], [-17.522, -0.814, 12.192], [-16.308, -1.335, 13.864], [-14.613, -0.924, 13.771], [-9.785, -2.409, 16.843], [-9.858, -3.419, 16.142], [-8.711, -1.756, 17.168], [-10.883, -1.782, 17.139], [-8.833, -0.991, 17.816], [-7.832, -1.881, 16.686], [-10.832, -0.960, 17.723], [-11.787, -2.134, 16.858], [-16.378, 3.022, 18.260], [-16.705, 4.158, 18.534], [-16.445, 2.610, 17.048], [-16.000, 2.088, 19.098], [-16.440, 1.613, 16.887], [-16.674, 3.337, 16.385], [-15.387, 1.311, 18.894], [-15.863, 2.412, 20.045], [-9.197, 1.525, 17.066], [-9.576, 1.028, 18.036], [-10.040, 1.818, 16.081], [-7.913, 1.807, 16.857], [-9.757, 2.349, 15.270], [-11.012, 1.631, 16.282], [-7.193, 1.447, 17.467], [-7.662, 2.313, 16.019], [-13.609, -0.421, 20.407], [-14.265, 0.070, 19.562], [-13.629, -0.167, 21.695], [-12.920, -1.573, 20.295], [-12.823, -0.438, 22.241], [-14.452, 0.338, 21.990], [-12.253, -1.914, 20.973], [-12.801, -1.948, 19.364], [-10.455, -0.789, 13.832], [-10.992, -0.582, 14.597], [-10.952, -0.444, 13.090], [-16.351, -0.464, 16.689], [-15.423, -0.410, 16.460], [-16.571, -1.389, 16.584]],
  "mulliken_charge": [-0.2769, -0.0820, -0.9620, -0.7993, 0.0246, -0.7325, -0.6925, -0.3922, -0.6308, -0.4785, 0.4943, 0.3311, 0.5209, 0.3456, 0.4841, 0.4092, 0.2104, 0.3991, 0.3689, 0.4303, 0.3219, 0.2474, 0.2627, 0.2743, -0.7164, -0.3223, -0.6056, -0.4852, 0.1616, -0.7424, -0.2627, -0.4840, -0.3738, 0.2657, 0.3025, 0.3038, 0.2667, 0.4281, 0.5166, 0.3615, 0.3717, 0.3513, 0.4466, 0.1446, 0.4038, 0.1729, 0.0979, 0.3465, -0.8043, -0.3592, -1.0084, -0.0228, 0.7135, -1.0124, -0.4511, -0.3980, -0.7243, 0.2844, 0.2823, 0.3224, 0.4656, 0.3872, 0.4908, -0.1955, -0.3363, 0.4581, 0.5275, 0.4992, 0.2159, 0.2116, 0.2787, 0.3124, 0.4204, -0.5177, -0.1294, -0.4651, 0.1152, 0.1846, 0.2728, 0.1141, 0.6334, -0.9498, 0.8496, 1.7309, -0.3445, -0.3836, -0.4479, -0.5452, 0.7228, -0.7982, -0.3835, -0.4052, 0.1770, 0.2406, 0.1282, 0.1549, 0.4319, -0.6472, -0.4029, -0.3696, 0.2698, 0.1570, 0.2841, 0.0607, 0.7355, -0.7153, -0.2911, -0.0759, 0.1021, 0.2271, -0.0810, 0.1024, 0.6133, -0.7362, -0.1927, -0.2678, 0.1556, 0.1598, 0.3072, 0.2057, 0.6658, -0.7556, 0.4619, -0.2092, -0.0145, -0.3882, 0.2284, -0.0978, 0.5222, -0.7383, -0.3676, -0.4767, 0.1522, 0.2551, 0.1665, 0.2236, -0.7143, 0.2157, 0.4312, -0.7565, 0.3378, 0.2866],
  "multiplicity": 2,
  "total_charge": 1,
  "total_energy_ha": -3283.16071,
  "homo_ev": [-10.021, -10.021],
  "lumo_ev": [-2.6181, -7.9516]
}